86
Properties=species:S:1:pos:R:3:mulliken_charge:R:1 method="wB97M-V/def2-TZVPD" charge=+1 lumo_ev=-3.51 orbital_gap_ev=6.3
C 2.5922 1.8719 -0.2617 -1.0257
C 1.3332 2.1556 -1.1773 0.0595
N 0.1659 2.7812 -0.5112 -0.5154
N -0.1027 2.3069 0.7764 0.6994
C -0.4541 0.8612 0.8831 -1.2970
C -0.4360 0.4257 2.4382 0.3369
P -1.2187 -1.2838 2.6771 0.0868
S -1.6478 -2.1616 0.9803 -0.3080
C -0.9816 1.5564 3.4319 -1.2040
C -1.8746 2.6300 2.6638 0.1438
P -3.6892 2.0337 2.6507 1.1142
N -4.6033 3.3534 2.7382 -0.9350
O -4.0368 1.0557 3.9751 -0.5111
O -4.1091 1.2478 1.2225 -0.5450
C -1.3591 3.0566 1.2239 -0.6047
C -1.2521 4.6172 0.9888 -1.1488
I -2.4203 5.4692 -0.6587 0.0899
C -0.4848 5.5034 1.7289 0.3283
C -0.4462 7.0802 1.4769 -1.1689
I 0.7804 4.7949 3.3445 0.0906
H 3.2764 2.7611 -0.1464 0.2857
H 2.3243 1.4191 0.7514 0.1468
H 3.1993 1.0586 -0.7793 0.4055
H 1.0021 1.1635 -1.6331 -0.1621
H 1.6455 2.8018 -2.0525 0.4437
H -0.6584 2.6941 -1.1238 0.1904
H 0.6095 2.5831 1.4843 0.6554
H 0.2498 0.1510 0.3714 0.3221
H -1.5080 0.6308 0.5259 0.3449
H 0.6688 0.2837 2.6957 0.5028
H -0.2578 -2.1366 3.3308 0.0788
H -2.4215 -1.2512 3.4452 0.0911
H -1.5113 1.0669 4.3061 0.5784
H -0.0731 2.0724 3.8749 0.0279
H -1.8940 3.5741 3.2977 0.7246
H -3.9980 4.1827 2.7983 0.2285
H -4.8386 1.4689 4.3675 0.3659
H -4.4278 1.9103 0.5736 0.3395
H -2.1590 2.7030 0.4909 0.6154
H 0.3454 7.3678 0.7290 0.2808
H -1.4607 7.5058 1.2440 0.4407
H -0.1347 7.5399 2.4723 0.3649
C 0.3919 0.8279 -6.5507 -1.3771
C -0.0853 -0.1843 -5.5173 -0.4202
N -0.7372 0.4261 -4.3657 0.4346
C -0.9105 -0.4886 -3.2428 -0.3107
C -1.8217 -1.7000 -3.4390 -1.4120
C -1.8782 1.2879 -4.6527 -0.5006
C -3.0458 0.6883 -5.4356 -1.1264
H 1.0252 1.5909 -6.0914 0.2930
H 0.9808 0.3234 -7.3195 0.4388
H -0.4423 1.3238 -7.0518 0.2956
H 0.7992 -0.7293 -5.1709 0.4229
H -0.7322 -0.9218 -6.0099 0.3007
H -1.2583 0.0753 -2.3682 -0.0505
H 0.0824 -0.8599 -2.9586 0.4485
H -2.8739 -1.4160 -3.4543 0.2700
H -1.6928 -2.3914 -2.6014 0.4399
H -1.5938 -2.2517 -4.3521 0.3169
H -1.5143 2.1593 -5.2079 0.4725
H -2.2602 1.7085 -3.7156 0.1270
H -2.7179 0.1319 -6.3155 0.2610
H -3.7008 1.4906 -5.7869 0.4136
H -3.6559 0.0313 -4.8159 0.2687
C 0.9040 -5.4930 3.2638 -1.1096
C 2.4055 -5.4700 3.0058 -0.3337
N 2.7481 -5.2870 1.6031 0.1173
C 4.1465 -5.5765 1.3017 -0.6859
C 5.2101 -4.6885 1.9462 -0.9574
C 2.2017 -4.1019 0.9590 -0.9055
C 2.5248 -2.7422 1.5793 -0.0148
H 0.4071 -6.2317 2.6312 0.3261
H 0.7105 -5.7603 4.3052 0.4490
H 0.4439 -4.5170 3.0859 -0.0253
H 2.8025 -6.4337 3.3406 0.4720
H 2.8678 -4.7040 3.6440 0.2411
H 4.2910 -5.5706 0.2169 0.3460
H 4.3461 -6.6112 1.6030 0.4127
H 5.2453 -3.7000 1.4865 0.2210
H 6.1970 -5.1373 1.8047 0.3972
H 5.0588 -4.5713 3.0207 0.2733
H 1.1114 -4.2047 0.9258 0.2919
H 2.5003 -4.0899 -0.0937 0.3710
H 2.3778 -2.7295 2.6624 0.1934
H 1.8616 -1.9799 1.1533 -0.3013
H 3.5464 -2.4288 1.3630 0.2581